{"formula": "C3H7NO2", "method": "ωB97M-V with the def2-TZVPD basis set", "species": ["C", "C", "O", "N", "C", "O", "H", "H", "H", "H", "H", "H", "H"], "positions_angstrom": [[-0.23840, 0.28734, -1.81919], [0.54602, 0.62656, -0.62496], [1.28693, 1.63010, -0.55240], [0.54175, -0.48708, 0.28474], [-0.44354, -1.33998, 0.81623], [-1.39001, -0.44567, 1.70401], [-1.31287, 0.14054, -1.44796], [0.06894, -0.69209, -2.23746], [-0.02344, 0.82983, -2.64367], [1.21112, -0.24445, 1.09139], [-0.07574, -2.05846, 1.62914], [-1.11740, -1.74296, 0.04590], [-0.90267, 0.25820, 2.12410]], "nbo_charge": [-0.726, 0.700, -0.573, -0.671, 0.085, -0.786, 0.239, 0.235, 0.242, 0.388, 0.209, 0.196, 0.462], "relative_energy_kj_mol": 210.8, "energy_ev": -8808.3437}

***

{"formula": "C29H77N10O16", "method": "ωB97M-V with the def2-TZVPD basis set", "species": ["C", "N", "C", "C", "C", "C", "O", "H", "H", "H", "H", "H", "H", "H", "H", "H", "H", "H", "H", "H", "H", "C", "C", "O", "O", "H", "H", "H", "H", "H", "H", "C", "C", "O", "O", "H", "H", "H", "H", "H", "H", "C", "C", "O", "O", "H", "H", "H", "H", "H", "H", "O", "C", "N", "C", "H", "H", "H", "H", "H", "O", "C", "N", "C", "H", "H", "H", "H", "H", "O", "C", "N", "C", "H", "H", "H", "H", "H", "O", "C", "N", "C", "H", "H", "H", "H", "H", "O", "C", "N", "C", "H", "H", "H", "H", "H", "O", "C", "N", "C", "H", "H", "H", "H", "H", "O", "C", "N", "C", "H", "H", "H", "H", "H", "O", "C", "N", "C", "H", "H", "H", "H", "H", "O", "C", "N", "C", "H", "H", "H", "H", "H"], "positions_angstrom": [[34.85307, -23.29016, -6.97035], [33.98475, -22.87947, -5.81559], [33.67340, -21.41270, -5.92676], [32.70401, -23.64420, -5.99823], [34.58353, -23.14930, -4.45342], [35.96206, -22.58554, -4.22008], [36.06116, -21.19090, -4.33948], [35.82435, -22.84224, -6.76218], [34.39346, -22.87396, -7.86106], [35.01125, -24.36294, -7.00058], [33.14715, -21.10511, -5.02440], [33.03714, -21.20052, -6.78439], [34.62547, -20.89595, -5.99936], [32.87867, -24.71272, -6.08659], [32.11251, -23.31454, -6.84641], [32.11601, -23.46703, -5.09488], [34.58594, -24.23342, -4.35108], [33.85850, -22.72567, -3.76047], [36.66094, -23.12770, -4.87532], [36.33126, -22.84314, -3.22080], [36.96563, -20.91183, -4.02617], [40.06071, -19.26804, -2.00812], [39.02632, -19.30304, -3.12691], [38.46013, -20.58266, -3.31632], [41.15619, -20.17503, -2.15185], [39.56169, -19.57415, -1.08863], [40.43161, -18.24663, -1.88957], [39.38959, -18.88295, -4.07423], [38.23538, -18.61248, -2.82911], [39.10262, -21.19535, -3.69391], [41.71029, -19.79484, -2.84544], [39.17435, -24.61766, -8.06148], [39.76067, -24.35103, -9.42839], [39.54581, -23.00063, -9.77333], [37.76570, -24.47918, -8.14202], [39.65257, -24.01611, -7.28326], [39.39614, -25.66729, -7.82658], [39.24391, -25.02807, -10.11767], [40.81197, -24.65630, -9.41199], [39.69891, -22.83916, -10.70810], [37.39441, -24.59412, -7.25060], [38.19113, -23.88909, -0.87292], [39.00629, -24.22889, -2.10219], [40.36074, -23.88558, -1.94148], [36.83177, -24.34608, -1.05371], [38.13103, -22.81328, -0.68391], [38.60153, -24.34351, 0.03496], [38.59727, -23.73878, -2.98855], [38.89075, -25.29692, -2.32936], [40.81267, -24.56194, -1.43007], [36.31003, -23.79144, -0.46730], [36.37513, -19.56778, -0.42842], [35.61493, -19.67062, -1.37911], [34.83157, -20.76968, -1.52389], [35.40436, -18.55845, -2.37834], [35.00403, -21.40620, -0.76255], [33.90266, -20.66797, -1.95450], [34.38408, -18.17982, -2.26980], [35.57575, -18.86481, -3.40721], [36.00911, -17.69199, -2.11430], [35.97288, -19.95063, -7.73695], [36.95191, -20.67499, -7.92513], [37.04043, -21.49591, -8.99696], [38.15429, -20.70114, -6.97595], [36.45364, -21.37360, -9.79733], [37.78729, -22.18587, -9.02760], [37.97269, -19.93363, -6.22985], [39.02766, -20.41969, -7.56459], [38.28211, -21.71099, -6.58920], [32.48634, -25.30353, -3.12694], [32.80672, -26.35611, -2.55498], [33.86537, -26.35329, -1.73872], [32.04573, -27.64582, -2.77926], [34.15915, -27.11226, -1.15160], [34.39484, -25.49415, -1.75523], [32.25395, -28.32832, -1.95361], [32.33143, -28.05923, -3.73985], [30.99817, -27.37498, -2.66282], [28.66741, -21.24615, -5.31645], [29.01196, -20.38184, -6.12073], [29.96552, -20.62485, -7.03554], [28.35911, -19.02264, -6.16406], [30.46947, -21.48599, -7.09423], [30.33239, -19.85220, -7.56673], [28.89253, -18.40083, -6.89173], [28.44272, -18.44657, -5.24590], [27.33672, -19.10461, -6.52278], [36.73788, -25.55352, -5.78484], [37.00709, -26.62403, -5.26013], [37.45158, -27.67623, -5.99062], [36.86537, -26.88311, -3.76424], [37.81990, -27.46903, -6.90295], [37.54648, -28.57885, -5.56465], [36.14392, -27.68816, -3.62156], [36.57387, -26.00026, -3.20204], [37.84235, -27.19840, -3.39523], [30.10446, -25.15162, -7.52151], [29.38580, -25.48235, -6.57172], [28.36146, -24.69235, -6.20315], [29.66002, -26.72769, -5.78558], [28.14468, -23.82304, -6.65837], [27.72421, -25.03839, -5.50596], [29.42251, -27.57072, -6.43145], [29.14754, -26.76707, -4.82795], [30.73169, -26.67810, -5.59500], [32.22989, -20.49740, -2.67090], [31.50215, -21.42041, -2.27364], [30.24457, -21.51799, -2.71973], [31.93804, -22.42760, -1.23231], [29.96101, -20.77335, -3.34119], [29.53156, -22.14702, -2.40462], [32.14559, -21.95156, -0.27747], [32.82071, -22.94760, -1.60585], [31.15718, -23.17773, -1.11137], [29.45933, -22.66690, -11.50705], [29.62847, -23.54932, -10.67500], [30.55385, -23.38593, -9.70465], [28.78683, -24.80510, -10.60121], [30.64061, -24.01227, -8.91161], [31.12296, -22.57290, -9.88649], [28.02609, -24.82906, -11.37700], [28.31212, -24.81248, -9.62004], [29.38436, -25.70626, -10.73748], [31.73217, -20.46972, -9.40405], [32.65692, -20.24882, -10.19312], [33.87590, -19.88564, -9.78208], [32.39222, -20.38854, -11.67614], [34.02039, -19.79901, -8.78740], [34.61604, -19.75230, -10.44231], [31.66996, -19.68539, -12.07875], [32.06969, -21.40928, -11.87658], [33.31183, -20.23026, -12.25205]], "lowdin_charge": [0.021, -0.306, 0.024, 0.000, -0.083, -0.244, -0.096, 0.078, 0.116, 0.096, 0.099, 0.089, 0.079, 0.106, 0.087, 0.104, 0.121, 0.114, 0.100, 0.110, 0.053, -0.223, -0.218, -0.077, -0.059, 0.124, 0.125, 0.123, 0.112, 0.107, 0.087, -0.252, -0.242, -0.064, -0.088, 0.123, 0.112, 0.127, 0.124, 0.103, 0.026, -0.206, -0.259, -0.039, -0.102, 0.126, 0.125, 0.107, 0.107, 0.095, 0.075, 0.024, -0.592, 0.163, -0.005, 0.095, 0.052, 0.088, 0.070, 0.080, -0.001, -0.566, 0.180, 0.015, 0.100, 0.063, 0.074, 0.090, 0.072, -0.009, -0.577, 0.183, 0.005, 0.114, 0.093, 0.078, 0.087, 0.084, -0.018, -0.586, 0.185, 0.002, 0.077, 0.082, 0.076, 0.085, 0.091, 0.011, -0.532, 0.182, 0.005, 0.110, 0.110, 0.084, 0.055, 0.084, -0.021, -0.565, 0.194, 0.008, 0.110, 0.108, 0.096, 0.078, 0.073, -0.017, -0.561, 0.194, -0.001, 0.097, 0.113, 0.093, 0.057, 0.078, 0.021, -0.595, 0.161, -0.008, 0.045, 0.063, 0.079, 0.066, 0.082, -0.016, -0.572, 0.183, 0.008, 0.081, 0.098, 0.094, 0.078, 0.073], "energy_ev": -78982.6939, "charge": 1}

***

{"formula": "C49H48Br4N5O5PbS", "method": "ωB97M-V with the def2-TZVPD basis set", "species": ["Pb", "C", "C", "C", "C", "C", "C", "C", "N", "C", "C", "C", "C", "C", "C", "C", "C", "C", "C", "N", "C", "C", "C", "N", "C", "C", "C", "C", "C", "C", "C", "C", "C", "C", "C", "C", "C", "C", "N", "C", "C", "H", "H", "H", "H", "H", "H", "H", "H", "H", "H", "H", "H", "H", "H", "H", "H", "H", "H", "H", "H", "H", "H", "H", "H", "H", "H", "H", "H", "H", "H", "H", "H", "H", "H", "H", "H", "H", "H", "H", "H", "H", "H", "H", "H", "Br", "C", "C", "Br", "C", "Br", "C", "O", "C", "O", "C", "Br", "O", "S", "O", "N", "C", "O", "C", "C", "C", "C", "C", "C", "H", "H", "H", "H"], "positions_angstrom": [[0.17126, -0.59739, -0.11865], [-1.79985, -2.25824, 5.47870], [-1.36129, -0.78771, 5.51415], [-0.50117, -0.43355, 4.33725], [0.86643, -0.30112, 4.29464], [1.83726, -0.38723, 5.43365], [2.13153, 0.98653, 6.05099], [1.19524, 0.00217, 2.93279], [0.07532, 0.02372, 2.17483], [-0.96608, -0.21740, 3.00008], [-2.32349, -0.14394, 2.60358], [-2.84746, 0.16378, 1.38278], [-4.24421, 0.38724, 1.09629], [-5.35577, 0.37594, 2.09841], [-5.36035, 1.64563, 2.96554], [-4.32517, 0.67144, -0.23535], [-2.96238, 0.59260, -0.74054], [-2.57149, 0.67107, -2.20501], [-1.22961, 1.23990, -2.57413], [-0.16887, 1.14375, -1.83158], [0.89452, 1.64775, -2.59510], [2.16233, 1.76974, -2.14470], [2.68131, 1.48497, -0.83382], [1.96138, 1.00320, 0.17276], [2.83108, 0.84677, 1.22796], [2.47895, 0.34774, 2.45881], [4.15826, 1.26634, 0.84196], [4.06119, 1.67936, -0.45481], [5.14533, 2.18319, -1.35849], [5.19398, 3.71352, -1.44213], [5.37594, 1.23829, 1.70944], [5.53724, 2.52436, 2.53054], [0.39508, 2.04712, -3.90517], [-0.93973, 1.79657, -3.88806], [-1.94904, 2.03855, -4.96517], [-2.71240, 3.35385, -4.76228], [1.24502, 2.53009, -5.03699], [1.97835, 1.36736, -5.72422], [-2.10696, 0.30632, 0.21138], [-5.57777, 1.01962, -0.99723], [-6.60300, -0.11243, -1.27307], [-2.45747, -2.49539, 6.31785], [-0.92814, -2.91366, 5.52532], [-2.32681, -2.48447, 4.54952], [-0.80976, -0.59616, 6.43598], [-2.24345, -0.14233, 5.53794], [2.76897, -0.83887, 5.08599], [1.43588, -1.05076, 6.20177], [2.57997, 1.65361, 5.31105], [2.81592, 0.90095, 6.89875], [1.20757, 1.45237, 6.40082], [-3.04922, -0.30064, 3.39494], [-5.27155, -0.50814, 2.73583], [-6.31026, 0.29752, 1.57805], [-4.40022, 1.78083, 3.46555], [-6.14326, 1.59263, 3.72569], [-5.54196, 2.52688, 2.34754], [-3.33785, 1.25468, -2.71857], [2.88561, 2.14482, -2.86137], [3.28379, 0.25978, 3.18029], [5.00262, 1.76240, -2.35680], [6.10332, 1.79807, -1.00670], [4.22953, 4.11899, -1.75833], [5.95578, 4.03867, -2.15420], [5.43136, 4.14702, -0.46895], [6.25067, 1.08624, 1.07537], [5.32799, 0.37996, 2.38290], [5.62628, 3.39159, 1.87308], [6.43019, 2.47886, 3.15861], [4.66834, 2.68463, 3.17357], [-2.65904, 1.20781, -4.99268], [-1.44500, 2.05697, -5.93309], [-3.27924, 3.33956, -3.82781], [-3.41387, 3.52418, -5.58096], [-2.01909, 4.19635, -4.71756], [1.97583, 3.25252, -4.66565], [0.62299, 3.05056, -5.76590], [2.64421, 0.85387, -5.02900], [2.56954, 1.73348, -6.56599], [1.26155, 0.63511, -6.09957], [-5.30406, 1.47692, -1.94744], [-6.11241, 1.79556, -0.44243], [-6.88771, -1.91072, -2.38092], [-7.30869, 0.24423, -2.02398], [-7.18096, -0.32414, -0.37559], [-8.77443, -2.10726, -3.63113], [-6.04309, -1.47252, -1.79486], [-5.69023, -2.40345, -0.68500], [-7.14942, -2.95020, 0.36650], [-4.44811, -2.83806, -0.44291], [-4.00089, -4.00391, 0.97106], [-3.29263, -2.32565, -1.21088], [-2.14586, -2.61577, -0.94806], [-3.62161, -1.39022, -2.30559], [-2.56885, -0.66357, -2.82137], [-4.88820, -1.16884, -2.66588], [-5.26111, -0.16552, -4.21779], [6.03837, -1.52320, -0.73120], [4.84581, -2.04588, -1.36111], [4.72612, -1.80920, -2.77938], [3.51380, -1.59067, -0.58168], [2.96986, -2.58083, 0.12849], [1.97818, -2.49057, 0.87098], [3.66499, -3.90353, -0.08686], [3.31791, -5.13269, 0.44100], [4.06716, -6.24242, 0.06640], [5.13557, -6.11437, -0.81876], [5.48147, -4.87416, -1.34521], [4.72723, -3.78443, -0.96204], [2.47628, -5.20485, 1.11942], [3.81421, -7.22088, 0.45709], [5.70200, -6.99236, -1.10471], [6.30674, -4.76688, -2.03946]], "lowdin_charge": [1.536, -0.083, -0.195, -0.134, -0.130, -0.193, -0.088, -0.238, -0.001, -0.228, 0.102, -0.216, -0.126, -0.177, -0.079, -0.097, -0.156, -0.150, -0.142, 0.034, -0.203, 0.113, -0.220, 0.020, -0.242, 0.109, -0.128, -0.133, -0.184, -0.085, -0.179, -0.080, -0.118, -0.108, -0.183, -0.080, -0.187, -0.075, 0.043, -0.120, -0.164, 0.069, 0.078, 0.069, 0.101, 0.105, 0.108, 0.104, 0.065, 0.068, 0.074, 0.117, 0.114, 0.098, 0.067, 0.072, 0.076, 0.101, 0.115, 0.118, 0.110, 0.109, 0.069, 0.070, 0.062, 0.108, 0.110, 0.062, 0.070, 0.068, 0.079, 0.109, 0.069, 0.073, 0.075, 0.109, 0.105, 0.074, 0.071, 0.081, 0.074, 0.120, -0.064, 0.089, 0.069, -0.481, -0.420, -0.640, 0.812, -0.631, 0.773, -0.392, 0.002, -0.260, -0.018, -0.504, 0.913, -0.328, 0.609, -0.329, -0.042, -0.552, -0.108, -0.137, -0.008, -0.078, -0.084, -0.043, -0.209, 0.118, 0.099, 0.099, 0.117], "energy_ev": -365536.9222, "charge": -1}

***

{"formula": "C13H14BFeN5O5", "method": "ωB97M-V with the def2-TZVPD basis set", "species": ["Fe", "O", "C", "O", "C", "C", "C", "C", "C", "N", "C", "O", "O", "H", "H", "H", "H", "B", "N", "C", "C", "C", "N", "N", "C", "C", "C", "N", "H", "H", "H", "H", "H", "H", "H", "H", "O", "H", "H"], "positions_angstrom": [[-0.30215, -0.75406, 0.24686], [1.80037, -0.46901, -3.44617], [1.26399, -0.60709, -2.23871], [0.08392, -0.77866, -2.03699], [2.25957, -0.53910, -1.11794], [3.57881, -0.16725, -1.23060], [4.31804, -0.07054, -0.04679], [3.72055, -0.34510, 1.16736], [2.37349, -0.70143, 1.18485], [1.68927, -0.79926, 0.05812], [1.53555, -0.95589, 2.44184], [2.12882, -1.09949, 3.49550], [0.28525, -1.03968, 2.18488], [1.07691, -0.48930, -4.09391], [4.00927, 0.05726, -2.19560], [5.35554, 0.23473, -0.08696], [4.24858, -0.27945, 2.10866], [-2.88394, 1.66288, -0.04212], [-3.13920, 0.12575, -0.00684], [-4.36846, -0.38602, -0.11007], [-4.29858, -1.75884, 0.02174], [-2.94488, -2.01118, 0.20343], [-2.24984, -0.86517, 0.18188], [-1.36738, 2.02171, 0.11090], [-0.97411, 3.29631, 0.17656], [0.39974, 3.34169, 0.29169], [0.77625, 2.00595, 0.29282], [-0.29764, 1.20713, 0.17047], [-3.27320, 2.09003, -1.10732], [-3.47271, 2.17154, 0.88387], [-5.21173, 0.26695, -0.26354], [-5.10795, -2.46650, -0.00977], [-2.43407, -2.94540, 0.34267], [-1.70587, 4.08605, 0.13504], [1.02769, 4.21043, 0.38148], [1.76337, 1.59644, 0.38686], [-0.22866, -2.82255, 0.40542], [0.46375, -3.18192, -0.15944], [0.10162, -2.84191, 1.31987]], "nbo_charge": [1.060, -0.651, 0.783, -0.571, 0.062, -0.193, -0.162, -0.186, 0.132, -0.436, 0.735, -0.624, -0.751, 0.512, 0.246, 0.232, 0.259, 0.178, -0.258, -0.004, -0.352, -0.042, -0.334, -0.253, -0.003, -0.349, -0.054, -0.315, -0.053, -0.046, 0.222, 0.228, 0.224, 0.226, 0.230, 0.195, -0.900, 0.492, 0.521], "energy_ev": -66462.3674}

***

{"formula": "C2H4N2S", "method": "ωB97M-V with the def2-TZVPD basis set", "species": ["C", "C", "N", "N", "S", "H", "H", "H", "H"], "positions_angstrom": [[-0.83148, -1.17937, -0.28156], [0.06244, -0.25730, 0.24490], [-1.56453, -1.97956, -0.62814], [1.35841, -0.30478, -0.14435], [-1.31407, 1.66106, -0.42930], [0.02773, 0.04420, 1.23964], [1.56867, -0.82983, -0.96885], [1.88855, 0.42418, 0.28612], [-1.19571, 2.42140, 0.68155]], "nbo_charge": [0.195, 0.018, -0.237, -0.747, -0.403, 0.234, 0.411, 0.411, 0.118], "relative_energy_kj_mol": 167.3, "energy_ev": -15952.1493}

***

{"formula": "C4H6Cl3NO3", "method": "ωB97M-V with the def2-TZVPD basis set", "species": ["C", "C", "C", "C", "N", "O", "O", "O", "Cl", "Cl", "Cl", "H", "H", "H", "H", "H", "H"], "positions_angstrom": [[0.58121, 0.76552, -1.38000], [0.96795, 0.22547, 1.21707], [0.43856, -0.09249, -0.16559], [-1.89749, 0.48049, -0.03748], [-0.01720, -1.42242, -0.31660], [-0.53427, -1.74320, -1.38585], [-0.00107, -2.15786, 0.65915], [2.10972, -0.60050, 1.34165], [-2.68670, -0.03452, -1.47300], [-2.31430, -0.29643, 1.42006], [-1.83330, 2.18416, 0.14325], [-0.14477, 0.71956, -2.16260], [0.52989, 1.78679, -1.14891], [1.56173, 0.38102, -1.80401], [1.15046, 1.21451, 1.22537], [0.11209, 0.03812, 2.05352], [1.97748, -1.44821, 1.81397]], "nbo_charge": [-0.693, -0.124, 0.261, -0.239, 0.432, -0.410, -0.422, -0.723, 0.129, 0.099, 0.055, 0.254, 0.237, 0.245, 0.190, 0.205, 0.504], "relative_energy_kj_mol": 28.6, "energy_ev": -49438.8605}